Density functional theory data (ωB97M-V/def2-TZVPD) for 9 unconnected molecules or ions with the total composition C44H94NO26S8.

multiplicity: 1
highest occupied orbital energy: -0.419 hartree
total charge: +1
Kohn-Sham gap: 7.81 eV
total energy: -6929.1232 hartree

XYZ file:
```
173
C44H94NO26S8 ωB97M-V/def2-TZVPD
C 7.9904 -5.3306 -0.5239
C 7.0625 -5.1032 0.6676
C 7.1865 -3.6927 1.2437
C 6.3214 -2.6218 0.5642
O 5.3765 -3.1982 -0.3526
C 5.0536 -2.4215 -1.4158
C 5.9549 -2.2463 -2.4214
C 5.6761 -1.4399 -3.5370
C 4.4738 -0.7925 -3.6168
C 3.5114 -0.9593 -2.6129
C 2.2564 -0.3040 -2.6999
C 1.3615 -0.4719 -1.7233
N 1.6472 -1.2907 -0.6730
C 2.7749 -1.9659 -0.5131
C 2.8598 -2.8730 0.6823
C 1.5335 -3.1592 1.3886
C 0.5127 -3.9063 0.5042
C -0.2131 -5.0273 1.2393
C -1.1298 -5.8271 0.3113
C -2.3964 -5.0695 -0.0546
O -2.8433 -5.4446 -1.3485
C -3.4199 -4.3807 -2.0679
C 3.7782 -1.7927 -1.4869
H 7.7138 -6.2329 -1.0641
H 9.0239 -5.4223 -0.1980
H 7.9277 -4.5148 -1.2460
H 7.3624 -5.7983 1.4518
H 6.0402 -5.3510 0.3955
H 8.2281 -3.3912 1.1304
H 6.9924 -3.6897 2.3140
H 5.7638 -2.0711 1.3268
H 6.9426 -1.8863 0.0537
H 6.9154 -2.7388 -2.3532
H 6.4248 -1.3347 -4.3074
H 4.2450 -0.1671 -4.4679
H 2.0415 0.3316 -3.5453
H 0.4011 0.0115 -1.7592
H 0.9237 -1.3906 0.0242
H 3.2653 -3.8178 0.3210
H 3.6065 -2.5058 1.3850
H 1.0849 -2.2304 1.7552
H 1.7421 -3.7288 2.2909
H 0.9891 -4.3145 -0.3893
H -0.2566 -3.2038 0.1805
H 0.5084 -5.7035 1.7003
H -0.8151 -4.6161 2.0534
H -0.6036 -6.0984 -0.6044
H -1.4104 -6.7634 0.7914
H -2.2456 -3.9855 -0.0440
H -3.1907 -5.2763 0.6678
H -2.6834 -3.6048 -2.2928
H -4.2566 -3.9306 -1.5268
H -3.8008 -4.7827 -3.0038
O -1.6347 -0.9163 -2.7897
S -1.7267 -0.6216 -4.1977
O -1.3020 0.6677 -4.6537
O -3.1769 -0.9373 -4.6971
C -4.3037 -0.3194 -3.9908
C -4.4646 1.1537 -4.2850
C -0.8834 -1.8671 -5.1081
H -4.1901 -0.5100 -2.9234
H -5.1661 -0.8814 -4.3384
H -3.6288 1.7372 -3.9000
H -5.3771 1.5118 -3.8087
H -4.5267 1.3273 -5.3592
H -1.2116 -2.8427 -4.7591
H 0.1803 -1.7309 -4.9220
H -1.1015 -1.7313 -6.1638
O -7.1676 -2.2434 2.0261
S -6.2728 -2.6241 3.0749
O -4.9159 -2.9590 2.7604
O -6.9263 -3.7996 3.9103
C -7.3806 -4.9717 3.1890
C -6.2463 -5.8606 2.7247
C -6.2839 -1.4115 4.3476
H -8.0107 -4.6526 2.3581
H -8.0116 -5.4953 3.9029
H -5.6334 -5.3660 1.9728
H -6.6560 -6.7715 2.2887
H -5.6010 -6.1274 3.5615
H -7.3138 -1.1765 4.6007
H -5.7771 -0.5368 3.9456
H -5.7444 -1.8003 5.2065
O -2.6774 3.9831 -1.0225
S -1.5231 3.3611 -0.4497
O -1.6557 2.5368 0.7145
O -0.4098 4.4520 -0.2077
C -0.7911 5.6356 0.5511
C -0.9715 5.3761 2.0301
C -0.7223 2.4374 -1.7072
H -1.6916 6.0561 0.1022
H 0.0216 6.3364 0.3767
H -1.8168 4.7131 2.2136
H -1.1515 6.3164 2.5453
H -0.0845 4.9134 2.4567
H -0.6141 3.0579 -2.5924
H -1.3626 1.5825 -1.9224
H 0.2464 2.1101 -1.3400
O -7.6864 4.2495 -2.6255
S -7.3053 3.2332 -1.6925
O -6.8873 1.9532 -2.1921
O -8.4814 3.0295 -0.6491
C -9.8105 2.7842 -1.1636
C -9.9888 1.3817 -1.7066
C -6.1014 3.8391 -0.5737
H -10.0453 3.5411 -1.9130
H -10.4618 2.9502 -0.3085
H -9.3784 1.2149 -2.5922
H -11.0340 1.2276 -1.9755
H -9.7023 0.6419 -0.9591
H -6.4243 4.7962 -0.1764
H -5.1756 3.9497 -1.1362
H -5.9682 3.1125 0.2228
O 8.2704 1.2469 -3.4048
S 8.0093 2.0467 -2.2451
O 7.9417 3.4688 -2.3477
O 9.0213 1.6336 -1.1012
C 10.4418 1.6813 -1.4049
C 10.9891 3.0911 -1.4555
C 6.5429 1.4752 -1.4576
H 10.6209 1.1424 -2.3359
H 10.9043 1.1166 -0.5988
H 10.5700 3.6557 -2.2863
H 12.0712 3.0532 -1.5782
H 10.7557 3.6268 -0.5359
H 6.5952 0.3937 -1.3579
H 5.7095 1.7590 -2.0970
H 6.4519 1.9586 -0.4885
O -6.8202 5.3354 2.2250
S -7.0509 5.0464 3.6082
O -8.3895 4.9418 4.0951
O -6.2351 6.0850 4.4857
C -6.4464 7.4971 4.2256
C -7.7702 8.0060 4.7542
C -6.1540 3.6056 4.0699
H -6.3409 7.6779 3.1553
H -5.6165 7.9881 4.7291
H -8.6112 7.5590 4.2275
H -7.8192 9.0870 4.6241
H -7.8764 7.7717 5.8130
H -5.1315 3.6945 3.7128
H -6.6555 2.7656 3.5934
H -6.1905 3.5044 5.1512
O -0.0315 6.0340 4.8835
S -0.4901 6.9107 5.9220
O -0.6672 8.2987 5.6303
O 0.4431 6.7378 7.1891
C 1.8716 6.8980 7.0069
C 2.2895 8.3428 6.8349
C -1.9646 6.2749 6.6370
H 2.1917 6.2804 6.1666
H 2.3037 6.4781 7.9123
H 1.9031 8.7654 5.9093
H 3.3776 8.4045 6.8128
H 1.9176 8.9499 7.6595
H -1.8199 5.2241 6.8706
H -2.7499 6.3990 5.8941
H -2.1946 6.8508 7.5290
O 7.4623 -6.8959 -3.3072
S 7.5650 -6.5856 -4.7019
O 8.0718 -5.3056 -5.0934
O 6.1408 -6.8174 -5.3684
C 5.0254 -6.1261 -4.7702
C 5.0088 -4.6507 -5.1149
C 8.4331 -7.8524 -5.5504
H 5.0415 -6.2926 -3.6916
H 4.1432 -6.6225 -5.1679
H 5.8676 -4.1332 -4.6928
H 4.1003 -4.1877 -4.7244
H 5.0402 -4.5117 -6.1955
H 8.0243 -8.8155 -5.2593
H 9.4749 -7.7702 -5.2487
H 8.3349 -7.6859 -6.6195
```

Here are the Mulliken charges for atoms 1 to 99, given in e: number 1, C, carries -1.14; number 2, C, carries -0.33; number 3, C, carries -1.06; number 4, C, carries -0.14; number 5, O, carries -0.46; number 6, C, carries 0.44; number 7, C, carries -0.19; number 8, C, carries -1.00; number 9, C, carries -0.88; number 10, C, carries 1.66; number 11, C, carries -1.16; number 12, C, carries -1.16; number 13, N, carries 0.20; number 14, C, carries 0.58; number 15, C, carries -0.21; number 16, C, carries -2.23; number 17, C, carries 0.29; number 18, C, carries -0.90; number 19, C, carries -0.88; number 20, C, carries -0.02; number 21, O, carries -0.47; number 22, C, carries -0.63; number 23, C, carries -0.37; number 24, H, carries 0.30; number 25, H, carries 0.40; number 26, H, carries 0.22; number 27, H, carries 0.50; number 28, H, carries 0.19; number 29, H, carries 0.51; number 30, H, carries 0.36; number 31, H, carries 0.32; number 32, H, carries 0.08; number 33, H, carries 0.40; number 34, H, carries 0.45; number 35, H, carries 0.60; number 36, H, carries 0.77; number 37, H, carries 0.82; number 38, H, carries 0.26; number 39, H, carries 0.40; number 40, H, carries 0.28; number 41, H, carries 0.54; number 42, H, carries 0.58; number 43, H, carries 0.31; number 44, H, carries 0.01; number 45, H, carries 0.47; number 46, H, carries 0.36; number 47, H, carries 0.43; number 48, H, carries 0.35; number 49, H, carries 0.19; number 50, H, carries 0.08; number 51, H, carries 0.17; number 52, H, carries 0.33; number 53, H, carries 0.33; number 54, O, carries -0.67; number 55, S, carries 1.36; number 56, O, carries -0.62; number 57, O, carries -0.34; number 58, C, carries -0.29; number 59, C, carries -0.58; number 60, C, carries -0.98; number 61, H, carries 0.26; number 62, H, carries 0.36; number 63, H, carries 0.17; number 64, H, carries 0.17; number 65, H, carries 0.27; number 66, H, carries 0.29; number 67, H, carries 0.27; number 68, H, carries 0.38; number 69, O, carries -0.65; number 70, S, carries 1.20; number 71, O, carries -0.57; number 72, O, carries -0.26; number 73, C, carries -0.40; number 74, C, carries -0.75; number 75, C, carries -0.98; number 76, H, carries 0.33; number 77, H, carries 0.27; number 78, H, carries 0.09; number 79, H, carries 0.41; number 80, H, carries 0.27; number 81, H, carries 0.35; number 82, H, carries 0.34; number 83, H, carries 0.34; number 84, O, carries -0.65; number 85, S, carries 1.25; number 86, O, carries -0.66; number 87, O, carries -0.27; number 88, C, carries -0.54; number 89, C, carries -0.71; number 90, C, carries -0.69; number 91, H, carries 0.34; number 92, H, carries 0.30; number 93, H, carries 0.20; number 94, H, carries 0.36; number 95, H, carries 0.28; number 96, H, carries 0.38; number 97, H, carries -0.10; number 98, H, carries 0.46; number 99, O, carries -0.71